# 1
21
Properties=species:S:1:pos:R:3:forces:R:3:mulliken_charge:R:1 method="wB97M-V/def2-TZVPD" lumo_ha=0.035 multiplicity=1 homo_lumo_gap_ev=8.2 relative_energy_kj_mol=368.86 charge=0
C -1.609 -0.985 -0.010 -0.1 0.0 -0.3 -1.4373
C -1.046 1.949 0.122 0.0 -0.1 0.4 -1.4330
C 1.269 1.571 -0.836 0.0 0.0 -0.1 -1.2948
C -0.212 -0.428 -0.054 -0.6 -0.1 0.8 0.9667
C 0.061 0.976 -0.173 1.0 -1.5 -0.1 0.6445
N 0.952 -2.736 0.373 -0.1 -0.3 -0.3 -0.6420
C 0.696 -0.399 1.177 -0.5 0.7 -0.5 -0.8954
C 1.065 -1.327 0.106 -0.1 1.2 0.1 -0.0689
H 0.192 -3.010 0.984 0.1 0.4 0.2 0.2813
H 0.868 -3.299 -0.468 0.1 0.3 0.0 0.2473
H 1.110 0.355 1.832 0.0 -0.2 0.0 0.3972
H 1.877 -1.116 -0.589 0.1 -0.2 0.0 0.1706
H -1.592 -2.035 0.280 0.0 0.0 -0.1 0.3621
H -2.085 -0.901 -0.993 0.0 -0.1 0.0 0.3772
H -2.233 -0.455 0.712 0.1 0.0 0.0 0.2617
H -0.712 2.984 0.035 0.0 -0.1 0.0 0.4073
H -1.431 1.798 1.135 0.0 0.0 0.0 0.3595
H 0.981 1.951 -1.824 0.0 0.0 0.0 0.3519
H 2.090 0.870 -0.973 -0.1 0.0 0.0 0.3097
H 1.644 2.431 -0.271 0.0 -0.1 0.0 0.3448
H -1.886 1.803 -0.565 0.1 0.0 0.0 0.2894


# 2
11
Properties=species:S:1:pos:R:3:forces:R:3:mulliken_charge:R:1 method="wB97M-V/def2-TZVPD" lumo_ha="-0.021 / -0.017" multiplicity=1 homo_lumo_gap_ev="9.1 / 9.4" relative_energy_kj_mol=517.21 charge=0
C -0.396 0.123 -1.547 -2.0 0.4 1.8 0.0524
C -0.790 -0.397 -0.105 3.2 -1.4 0.0 -0.5868
C 0.200 0.130 1.078 -2.1 1.1 -0.9 -0.3166
N 0.701 0.206 -2.077 0.8 -0.3 -0.1 -0.4351
N 1.472 -0.262 0.776 3.4 -1.3 -0.9 -0.2080
F 2.379 0.796 0.513 -1.7 -0.5 0.5 -0.1467
H -1.267 0.598 -2.044 0.2 -0.2 -0.2 0.3036
H -1.819 -0.292 0.156 -0.7 0.4 0.0 0.3908
H -0.529 -1.524 -0.016 -0.6 1.7 -0.7 0.2568
H 0.201 1.167 1.422 -0.7 0.1 -0.4 0.4476
H -0.152 -0.545 1.844 0.2 0.0 0.8 0.2419


# 3
116
Properties=species:S:1:pos:R:3:forces:R:3:lowdin_spin:R:1 method="wB97M-V/def2-TZVPD" lumo_ha="-0.108 / -0.249" multiplicity=3 homo_lumo_gap_ev="7.7 / 3.9" relative_energy_kj_mol=0.00 charge=+1
Ag 2.788 0.515 -2.840 -1.1 0.2 -0.4 0.4344
Ag -0.775 -0.660 -4.351 0.2 0.1 0.1 0.0204
C -3.806 -1.869 -2.777 -0.1 -0.4 0.2 0.1083
O -2.581 -1.633 -3.312 0.3 0.2 -0.3 0.7799
H -4.534 -1.480 -3.514 -0.1 0.0 0.1 0.0565
H -3.977 -2.933 -2.597 -0.1 0.0 0.0 -0.0002
H -3.947 -1.295 -1.850 -0.1 0.1 -0.1 0.0315
C 2.246 1.306 -7.069 -0.1 0.5 -0.2 0.0155
C 2.142 0.851 -5.661 0.0 -1.0 0.6 0.0210
O 1.123 0.323 -5.202 -0.2 0.2 -0.1 0.0264
O 3.212 0.917 -4.938 0.2 0.1 0.8 0.3423
H 3.097 1.964 -7.223 0.1 -0.2 -0.1 0.0014
H 1.334 1.845 -7.327 0.0 -0.1 0.0 0.0036
H 2.300 0.423 -7.702 0.1 0.0 -0.1 0.0001
C -0.424 -0.556 -0.223 0.1 -0.2 0.2 0.0027
C 0.607 -0.079 -1.214 0.1 0.1 0.0 0.0057
O 1.767 0.192 -0.785 0.3 0.0 -0.7 0.0637
O 0.344 0.044 -2.444 0.1 -0.2 0.3 0.0385
H -0.167 -1.564 0.119 0.1 0.0 -0.2 -0.0001
H -1.430 -0.590 -0.636 0.0 0.1 -0.1 0.0015
H -0.395 0.055 0.681 -0.1 0.2 -0.1 0.0004
C -1.070 -0.872 5.098 0.1 0.1 -0.2 0.0000
C -1.855 0.062 4.195 0.6 1.1 0.1 0.0000
C -3.287 -0.367 3.965 0.0 0.7 0.1 0.0000
O -3.415 -1.605 3.339 -0.2 -0.7 -0.1 0.0000
C -2.897 -1.578 2.037 -0.2 0.4 -0.2 0.0001
N -1.894 1.413 4.806 0.0 0.3 -0.4 0.0000
H -0.026 -0.550 5.120 -0.1 0.0 0.1 0.0000
H -1.103 -1.899 4.730 -0.1 0.0 0.0 0.0000
H -1.460 -0.829 6.114 -0.1 0.0 0.0 0.0000
H -1.327 0.171 3.229 -0.2 -0.4 0.0 0.0000
H -3.781 0.407 3.346 0.0 -0.1 0.1 0.0000
H -3.793 -0.398 4.930 -0.1 -0.2 0.0 0.0000
H -3.292 -0.683 1.520 0.2 -0.1 -0.1 0.0000
H -3.240 -2.448 1.482 0.0 -0.2 0.2 0.0000
H -1.804 -1.530 2.049 0.0 -0.1 -0.2 0.0000
H -0.980 1.858 4.685 0.0 -0.4 0.3 0.0000
H -2.483 2.018 4.229 -0.2 -0.3 0.2 0.0000
C 3.535 2.128 2.575 1.2 0.1 -0.3 0.0001
C 4.547 1.449 1.654 -0.5 -0.6 -0.3 0.0001
C 5.874 1.309 2.363 0.0 0.1 -0.3 0.0001
O 6.826 0.763 1.486 -0.1 0.2 -0.1 0.0000
C 8.105 0.727 2.048 0.7 -0.4 0.1 0.0000
N 4.085 0.134 1.175 -0.7 0.1 0.2 0.0024
H 2.522 2.059 2.186 0.4 -0.6 -0.2 0.0000
H 3.772 3.199 2.672 0.2 -0.2 -0.1 0.0000
H 3.615 1.725 3.588 -0.4 -0.2 0.0 0.0000
H 4.656 2.069 0.758 0.3 0.0 0.1 0.0000
H 5.741 0.653 3.236 0.0 0.1 0.1 0.0000
H 6.193 2.311 2.690 0.1 -0.1 0.2 0.0000
H 8.810 0.395 1.282 -0.2 0.1 0.0 0.0000
H 8.192 -0.006 2.866 -0.2 0.2 0.0 0.0000
H 8.433 1.704 2.425 -0.1 0.0 0.0 0.0000
H 3.259 0.290 0.601 0.2 0.0 -0.1 -0.0003
H 3.680 -0.386 1.961 0.6 0.1 0.0 0.0001
C -1.782 -4.664 -0.510 0.2 0.3 0.3 0.0000
C -0.651 -4.923 -1.510 -0.4 0.8 -0.2 0.0002
C -0.473 -6.383 -1.770 0.7 -0.3 -0.3 0.0002
O -1.653 -6.854 -2.369 -0.2 -0.1 0.2 0.0000
C -1.743 -8.261 -2.384 -0.4 0.0 0.1 0.0000
N -0.911 -4.252 -2.807 -0.3 0.1 0.2 0.0034
H -2.742 -4.861 -0.986 0.0 0.0 0.1 0.0000
H -1.755 -3.622 -0.164 -0.1 0.0 -0.2 0.0000
H -1.713 -5.266 0.401 0.1 -0.1 -0.1 0.0000
H 0.286 -4.500 -1.139 0.0 -0.2 0.2 0.0000
H -0.247 -6.915 -0.837 -0.1 0.0 0.0 0.0000
H 0.389 -6.519 -2.445 -0.1 -0.1 0.1 0.0000
H -2.792 -8.521 -2.520 0.0 0.0 -0.2 0.0000
H -1.448 -8.669 -1.411 0.2 -0.1 -0.2 0.0000
H -1.156 -8.675 -3.205 0.1 -0.2 0.1 0.0000
H -1.623 -4.793 -3.299 0.2 -0.1 0.0 0.0001
H -1.384 -3.377 -2.603 0.2 0.1 -0.1 0.0001
C -4.927 1.660 -0.023 -0.1 -0.3 -0.2 0.0002
C -4.479 2.309 -1.321 0.0 -0.5 0.1 0.0000
C -2.961 2.392 -1.349 0.4 0.6 0.7 0.0000
O -2.450 3.086 -2.464 0.1 0.3 -0.4 0.0000
C -2.620 4.501 -2.381 -0.3 -0.3 0.1 0.0000
N -5.017 1.552 -2.466 0.6 0.1 0.1 0.0004
H -4.547 0.633 0.047 0.1 0.1 0.0 0.0003
H -6.014 1.590 -0.007 0.0 0.1 0.1 0.0000
H -4.573 2.216 0.843 -0.1 0.0 0.0 0.0000
H -4.892 3.319 -1.331 0.0 0.0 -0.2 0.0000
H -2.483 1.408 -1.350 -0.2 -0.1 -0.2 0.0000
H -2.614 2.890 -0.423 0.0 0.0 -0.1 0.0000
H -2.023 4.919 -1.561 0.0 0.0 -0.1 0.0000
H -3.664 4.780 -2.214 0.0 -0.1 0.0 0.0000
H -2.322 4.916 -3.339 0.1 0.0 0.0 0.0000
H -4.709 0.589 -2.328 -0.2 0.1 -0.1 0.0004
H -4.501 1.862 -3.292 -0.3 0.0 0.0 0.0000
C 0.715 4.568 -3.453 0.3 0.3 -0.6 0.0021
C 0.948 3.327 -2.645 -0.2 -0.2 0.7 0.0014
O 2.253 2.777 -2.942 -0.1 0.3 0.1 0.0339
H 0.512 4.334 -4.500 -0.1 0.0 0.1 0.0000
H 1.611 5.200 -3.467 -0.1 0.0 0.2 0.0001
H -0.091 5.174 -3.048 -0.1 -0.1 0.0 0.0006
H 0.212 2.549 -2.820 0.1 -0.1 -0.2 0.0000
H 0.893 3.551 -1.572 0.1 0.0 -0.1 -0.0002
H 2.871 3.490 -2.741 0.3 -0.2 -0.1 0.0003
C 1.913 -2.716 2.127 0.1 0.1 -0.3 0.0000
C 1.740 -1.722 3.252 -0.3 -0.3 0.3 0.0000
O 3.036 -1.348 3.720 -0.3 0.0 -0.1 0.0000
H 2.421 -3.612 2.482 0.0 0.0 0.0 0.0000
H 2.504 -2.276 1.319 0.1 -0.1 0.1 0.0000
H 0.954 -3.012 1.696 -0.1 0.0 0.2 0.0000
H 1.159 -2.175 4.066 0.2 0.0 -0.1 0.0000
H 1.156 -0.848 2.921 0.2 0.0 -0.1 0.0000
H 2.927 -0.845 4.533 0.1 0.0 0.0 0.0000
C 0.263 3.079 2.042 0.8 -0.6 0.8 0.0000
C 1.122 3.628 3.198 -0.6 0.9 -0.3 0.0000
O 0.603 3.260 4.472 0.0 -0.1 0.0 0.0000
H 0.053 2.025 2.260 -0.2 0.1 0.0 0.0000
H 0.839 3.055 1.115 -0.2 0.4 -0.2 0.0000
H -0.662 3.645 1.975 -0.1 -0.1 -0.3 0.0000
H 1.145 4.721 3.109 0.1 0.0 0.1 0.0000
H 2.151 3.281 3.135 -1.2 0.6 0.6 0.0000
H -0.119 3.851 4.710 0.1 0.1 0.0 0.0000


# 4
57
Properties=species:S:1:pos:R:3:forces:R:3:mulliken_charge:R:1 method="wB97M-V/def2-TZVPD" lumo_ha=0.017 multiplicity=1 homo_lumo_gap_ev=9.1 relative_energy_kj_mol=0.00 charge=0
C -1.294 -5.118 -0.135 0.1 0.4 0.1 -1.1726
C -0.632 -4.016 0.681 -0.1 -0.5 0.2 -0.6280
O -0.488 -2.809 -0.052 0.0 0.3 -0.2 -0.5315
C -1.606 -2.073 -0.377 -0.1 0.3 -0.1 0.6428
C -1.416 -1.095 -1.352 0.1 -0.2 0.1 -0.5457
C -2.446 -0.246 -1.698 -0.2 0.0 0.1 -0.3574
C -3.686 -0.355 -1.073 0.4 -0.8 0.1 -0.1562
C -3.881 -1.350 -0.123 0.0 0.0 -0.3 -0.8953
C -2.851 -2.206 0.223 0.3 -0.2 0.1 -0.2374
H -3.035 -2.959 0.972 0.0 -0.1 0.1 0.4426
H -4.842 -1.423 0.359 -0.1 -0.1 0.0 0.4941
N -4.723 0.556 -1.316 -0.7 0.6 0.4 -0.3017
S -5.110 1.545 0.012 0.3 0.2 -0.4 1.2000
O -5.770 0.751 1.000 0.3 -0.2 0.1 -0.6434
O -5.784 2.682 -0.535 0.2 0.1 -0.2 -0.7016
C -3.454 1.944 0.547 -0.7 -0.1 0.0 -0.1501
C -2.715 2.838 -0.202 -0.1 0.0 0.1 -0.9601
C -1.344 2.910 -0.039 0.1 0.1 -0.1 -0.4584
C -0.712 2.045 0.855 -0.4 0.1 -0.1 0.5284
C -1.480 1.189 1.649 0.0 0.1 -0.1 -0.4389
C -2.849 1.135 1.491 0.0 0.1 0.2 -0.3160
H -3.461 0.464 2.072 0.0 -0.1 0.1 0.5361
H -0.992 0.538 2.360 0.1 -0.1 0.1 0.3714
N 0.672 1.951 0.970 0.1 -0.2 0.4 -0.0273
C 1.624 2.511 0.158 0.3 0.0 0.3 -0.1639
O 1.384 3.398 -0.627 -0.1 0.1 -0.2 -0.6489
C 3.040 1.950 0.322 0.0 0.0 -0.3 0.5073
C 3.730 2.038 -1.046 0.2 0.3 0.0 -0.7251
C 5.168 1.545 -0.976 -0.2 -0.2 -0.1 -0.8676
C 5.183 0.094 -0.512 0.2 0.1 0.1 -0.4929
C 4.550 -0.010 0.870 -0.1 -0.2 -0.2 -1.5215
H 4.550 -1.048 1.210 0.0 0.0 0.1 0.4062
H 5.140 0.575 1.580 0.0 0.0 0.1 0.4863
C 3.106 0.526 0.900 0.0 0.0 0.1 0.0794
C 2.177 -0.424 0.162 0.0 0.1 0.3 0.4454
O 2.154 -0.624 -1.022 0.0 0.0 -0.4 -0.6067
O 1.353 -1.040 1.015 -0.2 -0.3 0.4 -0.4053
H 0.763 -1.678 0.547 0.1 0.1 -0.1 0.3894
H 2.796 0.528 1.951 0.0 0.0 -0.1 0.5489
H 6.205 -0.285 -0.470 0.0 -0.1 0.0 0.3643
H 4.620 -0.516 -1.219 0.1 -0.1 0.0 0.2922
H 5.631 1.628 -1.960 0.1 0.1 0.0 0.3788
H 5.743 2.162 -0.280 0.1 0.1 0.0 0.3604
H 3.174 1.427 -1.757 0.0 0.1 0.0 0.2651
H 3.691 3.073 -1.388 -0.1 -0.1 0.0 0.4075
H 3.567 2.617 1.017 0.0 0.0 0.0 0.5031
H 0.971 1.249 1.632 0.1 0.1 -0.2 0.1507
H -0.755 3.593 -0.626 0.0 0.0 0.0 0.5814
H -3.224 3.467 -0.916 0.0 0.1 -0.1 0.4451
H -4.575 1.139 -2.128 0.0 0.1 -0.1 0.4314
H -2.285 0.515 -2.446 0.0 0.1 -0.1 0.3274
H -0.445 -1.003 -1.814 0.1 0.0 -0.1 0.5191
H -1.176 -3.836 1.615 0.1 0.0 -0.1 0.4245
H 0.394 -4.301 0.930 -0.2 0.1 0.1 0.3859
H -0.724 -5.297 -1.043 0.0 0.0 -0.1 0.3048
H -1.327 -6.034 0.448 0.0 -0.1 0.1 0.3922
H -2.307 -4.839 -0.414 -0.1 -0.1 0.0 0.3410


# 5
45
Properties=species:S:1:pos:R:3:forces:R:3:mulliken_charge:R:1 method="wB97M-V/def2-TZVPD" lumo_ha=-0.016 multiplicity=1 homo_lumo_gap_ev=7.7 charge=0
O -3.096 4.883 1.007 0.1 -0.1 0.0 -0.5805
C -2.457 4.366 1.889 -0.4 0.3 -0.3 0.3486
O -2.898 4.308 3.152 0.0 -0.2 0.5 -0.4513
H -3.776 4.718 3.214 0.2 0.0 -0.3 0.3544
C -1.124 3.746 1.703 0.3 -0.2 0.0 0.1960
C -0.609 3.684 0.413 0.0 -0.1 0.1 -0.0032
C 0.632 3.107 0.192 -0.2 0.2 0.9 -0.9085
C 1.370 2.616 1.267 0.0 0.2 -0.1 0.2499
C 0.849 2.675 2.548 0.1 0.0 0.0 -0.9515
C -0.396 3.233 2.774 -0.1 0.0 -0.1 -0.4260
H -0.808 3.279 3.769 0.0 0.0 0.1 0.4854
H 1.423 2.285 3.374 0.0 0.0 0.1 0.4195
H 2.345 2.187 1.093 0.1 0.0 0.0 0.5637
N 1.165 3.066 -1.107 0.0 -0.1 -0.3 0.4986
C 1.227 4.154 -1.916 0.1 0.4 -0.5 -0.2335
C 2.001 3.862 -3.013 -0.2 0.2 0.1 -0.9819
C 2.443 2.546 -2.861 -0.2 -0.3 0.5 -0.6443
C 1.905 2.051 -1.676 0.3 0.4 -0.7 0.1687
C 2.012 0.703 -1.241 -0.4 -1.1 0.5 -0.5899
C 1.182 -0.076 -0.509 0.1 0.9 -0.4 0.2523
C 1.534 -1.470 -0.237 0.3 -0.3 0.0 0.5105
O 2.562 -2.023 -0.559 0.0 0.0 0.0 -0.6622
N 0.518 -2.097 0.463 0.3 -0.7 0.1 0.0638
C -0.606 -1.379 0.755 -0.1 0.8 -0.3 0.6579
O -1.576 -1.769 1.336 -0.1 -0.2 0.2 -0.5557
S -0.410 0.289 0.141 -0.2 -0.1 0.0 -0.0603
C 0.604 -3.499 0.828 0.1 -0.2 0.2 -1.2803
C -0.371 -4.338 0.047 -0.1 -0.2 0.2 0.4349
C -1.049 -5.387 0.655 0.0 0.1 -0.3 0.4158
C -1.958 -6.173 -0.027 0.1 0.0 0.2 -0.5917
C -2.205 -5.907 -1.362 0.0 0.0 0.0 -0.3646
C -1.539 -4.872 -1.995 0.0 0.0 -0.1 -0.8019
C -0.630 -4.097 -1.296 0.0 -0.1 0.1 -0.0496
H -0.109 -3.295 -1.799 0.0 0.1 0.0 0.3550
H -1.726 -4.665 -3.038 0.0 0.0 -0.1 0.3932
H -2.915 -6.510 -1.906 -0.1 -0.1 0.0 0.3727
H -2.459 -6.974 0.493 0.0 -0.1 0.1 0.4383
F -0.806 -5.658 1.955 0.0 0.0 0.0 -0.3342
H 0.409 -3.602 1.899 0.1 0.0 -0.2 0.3833
H 1.635 -3.804 0.610 -0.2 0.1 0.1 0.4386
H 2.881 0.177 -1.626 0.0 0.0 0.1 0.4443
H 3.051 1.988 -3.544 0.1 -0.2 -0.1 0.5148
H 2.223 4.524 -3.826 0.0 0.2 -0.1 0.4612
H 0.751 5.074 -1.638 -0.1 0.1 0.1 0.4591
H -1.198 4.071 -0.404 -0.1 0.0 -0.1 0.5905


# 6
15
Properties=species:S:1:pos:R:3:forces:R:3:mulliken_charge:R:1 method="wB97M-V/def2-TZVPD" lumo_ha=0.144 multiplicity=1 homo_lumo_gap_ev=7.6 relative_energy_kj_mol=334.75 charge=-1
C 1.322 -0.068 1.552 -0.6 -0.4 0.6 -0.5718
C -1.443 -2.056 -1.206 0.0 2.2 0.5 -0.0710
C 1.332 0.860 0.644 0.4 2.3 -1.2 0.0640
C -1.674 -0.914 -0.804 0.3 -2.0 -0.8 -0.5633
C 1.336 0.539 -0.809 4.0 3.5 0.9 -1.1070
O -3.588 -0.053 0.591 0.8 0.4 -0.1 -0.6432
O -1.890 1.695 -0.037 -0.1 -1.5 0.0 -0.6508
S -2.129 0.297 0.487 -1.1 1.1 0.4 0.5793
H 1.244 -1.073 1.207 0.1 -0.8 0.1 0.2244
H 1.069 0.163 2.553 0.3 0.0 1.0 0.2791
H -1.071 -2.956 -1.620 -0.1 -0.3 -0.1 0.3708
H 1.335 1.962 0.860 -0.2 -1.2 0.1 0.1935
H 0.478 0.922 -1.210 -2.3 0.9 -1.4 0.2686
H 1.430 -0.464 -0.935 0.3 -2.9 -0.8 0.3630
H 2.249 1.143 -1.274 -1.7 -1.4 0.5 0.2644